{"formula": "C44H94AsF6O24P2S8", "method": "the ωB97M-V functional and the def2-TZVPD basis", "elements": ["As", "F", "F", "F", "F", "F", "F", "C", "C", "C", "S", "O", "O", "C", "H", "H", "H", "H", "H", "H", "H", "H", "C", "C", "C", "S", "O", "O", "C", "H", "H", "H", "H", "H", "H", "H", "H", "C", "C", "C", "S", "O", "O", "C", "H", "H", "H", "H", "H", "H", "H", "H", "C", "C", "C", "S", "O", "O", "C", "H", "H", "H", "H", "H", "H", "H", "H", "C", "C", "C", "S", "O", "O", "C", "H", "H", "H", "H", "H", "H", "H", "H", "C", "C", "C", "S", "O", "O", "C", "H", "H", "H", "H", "H", "H", "H", "H", "C", "C", "C", "S", "O", "O", "C", "H", "H", "H", "H", "H", "H", "H", "H", "C", "C", "C", "S", "O", "O", "C", "H", "H", "H", "H", "H", "H", "H", "H", "C", "C", "O", "P", "O", "O", "C", "C", "O", "C", "C", "H", "H", "H", "H", "H", "H", "H", "H", "H", "H", "H", "H", "H", "H", "H", "C", "C", "O", "P", "O", "O", "C", "C", "O", "C", "C", "H", "H", "H", "H", "H", "H", "H", "H", "H", "H", "H", "H", "H", "H", "H"], "xyz": [[0.315, -0.592, 0.206], [0.233, -1.850, -1.036], [1.338, -1.551, 1.237], [0.399, 0.711, 1.365], [-0.760, 0.319, -0.865], [-1.104, -1.187, 1.012], [1.797, 0.011, -0.558], [-2.711, -3.100, -4.160], [-2.673, -2.634, -2.699], [-3.728, -3.403, -1.939], [-5.057, -3.697, -3.241], [-6.258, -2.930, -2.947], [-5.162, -5.099, -3.593], [-4.150, -2.852, -4.565], [-2.380, -4.136, -4.285], [-1.987, -2.620, -4.824], [-2.894, -1.563, -2.674], [-1.663, -2.644, -2.286], [-4.203, -2.862, -1.125], [-3.452, -4.404, -1.611], [-4.456, -1.808, -4.509], [-4.444, -3.214, -5.548], [-1.020, -3.986, 3.744], [-1.972, -2.764, 3.645], [-3.061, -2.945, 4.698], [-2.192, -3.671, 6.144], [-2.950, -4.858, 6.511], [-1.813, -2.641, 7.083], [-0.661, -4.068, 5.214], [-0.174, -3.892, 3.066], [-1.542, -4.908, 3.479], [-2.409, -2.818, 2.646], [-1.520, -1.775, 3.713], [-3.795, -3.682, 4.378], [-3.561, -2.044, 5.049], [-0.202, -4.984, 5.586], [0.045, -3.289, 5.510], [0.316, 4.121, 3.041], [-0.402, 4.366, 4.373], [0.661, 4.568, 5.430], [2.207, 3.785, 4.845], [2.563, 2.718, 5.763], [3.173, 4.818, 4.511], [1.518, 3.209, 3.273], [0.714, 5.069, 2.658], [-0.303, 3.812, 2.199], [-1.078, 3.527, 4.525], [-1.085, 5.203, 4.223], [0.393, 4.114, 6.382], [0.907, 5.609, 5.633], [1.269, 2.159, 3.459], [2.295, 3.162, 2.513], [2.547, -3.242, -3.914], [1.223, -3.987, -3.948], [0.749, -3.852, -5.382], [1.249, -2.187, -5.949], [0.140, -1.247, -6.051], [2.100, -2.286, -7.133], [2.319, -1.865, -4.482], [3.302, -3.824, -4.457], [3.024, -3.159, -2.935], [0.564, -3.425, -3.279], [1.381, -4.999, -3.582], [-0.325, -3.894, -5.554], [1.215, -4.578, -6.047], [1.719, -1.328, -3.744], [3.139, -1.192, -4.719], [-2.953, 3.330, -2.104], [-3.552, 1.921, -2.067], [-4.154, 1.644, -3.465], [-4.844, 3.283, -3.915], [-6.288, 3.289, -3.729], [-4.275, 3.705, -5.179], [-4.083, 4.236, -2.595], [-2.035, 3.439, -2.681], [-2.706, 3.624, -1.081], [-4.376, 1.972, -1.349], [-2.925, 1.106, -1.713], [-4.983, 0.943, -3.387], [-3.468, 1.368, -4.262], [-4.870, 4.389, -1.858], [-3.801, 5.187, -3.041], [2.277, -2.337, 3.911], [3.038, -1.001, 3.606], [3.260, -0.235, 4.922], [3.571, -1.490, 6.172], [2.535, -1.379, 7.190], [4.981, -1.526, 6.509], [3.137, -2.905, 5.047], [2.165, -2.936, 3.015], [1.263, -2.158, 4.275], [2.425, -0.364, 2.968], [3.989, -1.194, 3.110], [2.402, 0.377, 5.180], [4.128, 0.398, 4.749], [2.782, -3.730, 5.662], [4.075, -3.237, 4.596], [4.850, 0.803, 0.276], [5.054, 2.245, -0.309], [4.905, 2.136, -1.799], [5.656, 0.518, -2.320], [7.093, 0.712, -2.367], [5.037, -0.183, -3.432], [5.213, -0.282, -0.710], [3.798, 0.671, 0.532], [5.330, 0.738, 1.254], [6.035, 2.591, 0.003], [4.235, 2.835, 0.095], [5.445, 2.884, -2.379], [3.903, 2.047, -2.220], [5.936, -1.029, -0.398], [4.288, -0.749, -1.059], [4.448, -4.928, -0.904], [4.123, -6.454, -0.823], [3.659, -6.768, 0.604], [3.327, -5.207, 1.464], [4.466, -4.941, 2.327], [1.971, -5.198, 2.011], [3.481, -4.157, -0.028], [4.392, -4.580, -1.933], [5.454, -4.730, -0.529], [4.944, -7.029, -1.243], [3.291, -6.694, -1.490], [4.349, -7.295, 1.264], [2.746, -7.358, 0.660], [3.675, -3.152, 0.337], [2.497, -4.197, -0.504], [1.542, 1.573, -3.688], [0.381, 2.114, -4.495], [0.734, 3.434, -4.942], [0.032, 4.120, -6.184], [-1.432, 3.967, -6.216], [0.608, 5.628, -6.202], [-0.167, 6.719, -5.662], [-0.428, 6.538, -4.195], [0.825, 3.544, -7.445], [0.293, 3.806, -8.748], [0.798, 5.140, -9.319], [2.477, 1.530, -4.260], [1.864, 2.246, -2.893], [1.308, 0.549, -3.416], [0.125, 1.517, -5.371], [-0.488, 2.108, -3.833], [0.460, 7.578, -5.893], [-1.101, 6.833, -6.214], [0.412, 6.247, -3.560], [-0.914, 7.418, -3.760], [-1.144, 5.765, -3.887], [0.714, 2.987, -9.342], [-0.771, 3.620, -8.908], [0.292, 5.979, -8.853], [1.880, 5.200, -9.225], [0.600, 5.106, -10.393], [-6.378, 0.587, 6.334], [-5.641, 0.690, 5.008], [-4.237, 0.577, 5.132], [-3.343, 1.910, 5.144], [-3.801, 2.992, 6.019], [-1.931, 1.287, 5.566], [-1.662, 0.717, 6.875], [-0.256, 0.162, 6.867], [-3.118, 2.319, 3.642], [-2.469, 1.399, 2.731], [-3.433, 1.134, 1.584], [-6.303, -0.395, 6.804], [-6.118, 1.378, 7.033], [-7.434, 0.658, 6.049], [-6.000, -0.114, 4.356], [-5.958, 1.613, 4.507], [-1.780, 1.510, 7.619], [-2.486, 0.008, 6.988], [0.509, 0.923, 6.719], [-0.095, -0.333, 7.824], [-0.182, -0.566, 6.059], [-1.543, 1.927, 2.509], [-2.177, 0.428, 3.135], [-3.633, 2.111, 1.143], [-3.081, 0.385, 0.879], [-4.334, 0.717, 2.039]], "lowdin_charge": [0.797, -0.276, -0.240, -0.248, -0.270, -0.244, -0.267, -0.234, -0.219, -0.176, 0.700, -0.349, -0.339, -0.223, 0.115, 0.095, 0.112, 0.092, 0.097, 0.099, 0.097, 0.110, -0.195, -0.217, -0.201, 0.705, -0.344, -0.328, -0.219, 0.094, 0.121, 0.105, 0.100, 0.100, 0.085, 0.108, 0.075, -0.218, -0.202, -0.196, 0.698, -0.336, -0.338, -0.221, 0.117, 0.107, 0.079, 0.124, 0.101, 0.103, 0.087, 0.101, -0.246, -0.206, -0.213, 0.714, -0.340, -0.340, -0.205, 0.126, 0.096, 0.103, 0.117, 0.076, 0.107, 0.080, 0.092, -0.213, -0.221, -0.195, 0.679, -0.345, -0.331, -0.223, 0.100, 0.109, 0.111, 0.086, 0.095, 0.099, 0.102, 0.099, -0.203, -0.206, -0.227, 0.705, -0.338, -0.336, -0.202, 0.064, 0.089, 0.084, 0.114, 0.066, 0.104, 0.098, 0.089, -0.215, -0.187, -0.207, 0.704, -0.343, -0.339, -0.210, 0.084, 0.111, 0.116, 0.111, 0.106, 0.072, 0.104, 0.073, -0.217, -0.186, -0.219, 0.694, -0.326, -0.338, -0.217, 0.094, 0.118, 0.112, 0.105, 0.101, 0.098, 0.097, 0.104, -0.064, -0.232, -0.172, 0.405, -0.219, -0.192, -0.251, -0.090, -0.174, -0.268, -0.069, 0.083, 0.073, 0.055, 0.114, 0.107, 0.117, 0.119, 0.084, 0.079, 0.061, 0.115, 0.117, 0.064, 0.079, 0.074, -0.071, -0.296, -0.192, 0.372, -0.223, -0.211, -0.229, -0.066, -0.177, -0.244, -0.042, 0.076, 0.077, 0.078, 0.118, 0.120, 0.120, 0.105, 0.068, 0.087, 0.063, 0.094, 0.100, 0.075, 0.062, 0.078], "total_charge": -1, "homo_energy_ha": -0.3069, "spin_multiplicity": 1, "total_energy_ha": -10242.237732, "homo_lumo_gap_ev": 9.74, "relative_energy_kj_mol": 0.0}